Record 1
112
Properties=species:S:1:pos:R:3 method="wB97M-V/def2-TZVPD" gap_ev=8.123 smiles="CNC[C@](CCCCCCCCOC(C)=O)(O[C@H](I)[C@H](Br)[C@H](C)Br)[C@@H](S)O[C@@](OC#N)([PH2]=S)/C(I)=C(/C)I.FC(F)C(F)(F)COC(F)(F)C(F)F.FC(F)C(F)(F)COC(F)(F)C(F)F"
C 4.04058 -1.29211 2.30852
N 3.09552 -0.16152 2.51023
C 3.43258 0.93558 1.57207
C 2.56180 1.00221 0.29686
C 2.07336 -0.35461 -0.26515
C 0.94543 -1.07393 0.50699
C 0.47894 -2.27367 -0.37957
C -0.82042 -2.85061 0.25031
C -2.06988 -1.97164 -0.02698
C -3.32266 -2.79741 0.33703
C -4.62059 -1.97808 0.55893
C -4.85730 -0.82122 -0.43564
O -5.06570 0.38585 0.33343
C -5.64272 1.36778 -0.34966
C -6.02500 2.59603 0.46985
O -5.84827 1.35869 -1.51930
O 3.34245 1.71060 -0.69895
C 4.37294 0.96385 -1.25500
I 6.16132 2.23842 -1.14251
C 4.07254 0.53884 -2.70930
Br 4.96343 -1.19319 -3.06069
C 4.48833 1.54434 -3.79905
C 3.81797 2.93337 -3.64586
Br 3.78809 0.80267 -5.52249
C 1.26573 1.90683 0.50037
S 0.53653 1.78090 2.16961
O 1.63548 3.22320 0.10564
C 0.66046 4.20733 0.18622
O 0.63614 4.89180 1.46179
C 1.85366 4.95550 1.92244
N 2.76081 5.10619 2.55381
P 1.20267 5.57921 -1.06168
S 0.84368 7.36847 -0.36465
C -0.76957 3.81646 -0.19051
I -2.28163 4.36326 1.23708
C -1.18259 3.20715 -1.28176
C -2.62888 2.85861 -1.58164
I 0.18923 2.59542 -2.80016
H 4.33384 -1.38087 1.25390
H 3.55360 -2.23328 2.58504
H 4.98148 -1.14292 2.86012
H 3.36188 0.19666 3.42300
H 3.33888 1.88309 2.12144
H 4.51114 0.85782 1.34998
H 1.66773 -0.13738 -1.26618
H 2.87936 -1.08925 -0.39123
H 0.05275 -0.46203 0.65140
H 1.29226 -1.52275 1.43986
H 1.26765 -3.02290 -0.50079
H 0.18842 -1.87163 -1.36403
H -0.66746 -2.83283 1.33938
H -1.02375 -3.87202 -0.09462
H -2.11762 -1.63004 -1.06827
H -2.03696 -1.09801 0.64209
H -3.10206 -3.30681 1.28601
H -3.51600 -3.57594 -0.41090
H -5.45426 -2.68530 0.45209
H -4.70192 -1.59329 1.58202
H -4.09643 -0.72466 -1.21623
H -5.80135 -1.02958 -0.95641
H -5.67697 2.45043 1.49776
H -7.11642 2.68092 0.45650
H -5.60540 3.49736 0.01989
H 4.67019 0.09755 -0.66187
H 3.01096 0.33283 -2.86572
H 5.56124 1.60789 -3.96049
H 3.24500 3.02739 -2.71773
H 4.60785 3.69346 -3.62135
H 3.14831 3.16193 -4.47720
H 0.51886 1.45180 -0.15978
H 1.42097 2.50352 2.90082
H 0.44323 5.45615 -2.24655
H 2.56006 5.38843 -1.40879
H -2.61741 2.01476 -2.28554
H -3.15657 2.51243 -0.69361
H -3.14146 3.67148 -2.10671
F 2.49278 -3.46291 7.48445
C 2.85080 -2.23182 7.06726
F 1.88088 -1.79591 6.22543
C 4.19055 -2.25369 6.33303
F 4.10521 -3.00044 5.21112
F 4.44550 -0.97462 5.92626
C 5.40968 -2.70721 7.15469
O 5.82144 -4.05540 6.99393
C 5.22873 -5.03265 7.77704
F 4.43192 -4.48254 8.71248
F 6.22874 -5.65642 8.43791
C 4.49338 -6.06775 6.92594
F 3.51073 -5.48585 6.20699
F 3.92042 -6.99691 7.72526
H 2.88474 -1.55735 7.92772
H 6.25103 -2.12711 6.77525
H 5.32445 -2.42933 8.20569
H 5.18218 -6.56315 6.23837
F -5.59474 -1.84191 -6.72197
C -4.66754 -1.25081 -7.50293
F -3.68442 -2.16087 -7.71571
C -4.07855 -0.00790 -6.83748
F -3.42642 -0.34088 -5.70088
F -3.13724 0.49067 -7.68997
C -5.06038 1.13874 -6.54322
O -5.55694 1.22836 -5.21875
C -6.68305 0.49365 -4.87748
F -7.22701 -0.08563 -5.96846
F -7.59364 1.37744 -4.41651
C -6.38260 -0.51456 -3.77230
F -5.43845 -1.40259 -4.17307
F -7.50052 -1.22659 -3.47333
H -5.11789 -1.00324 -8.46845
H -4.48599 2.05611 -6.67337
H -5.85938 1.19660 -7.28329
H -6.02651 -0.01062 -2.86952

Record 2
86
Properties=species:S:1:pos:R:3 method="wB97M-V/def2-TZVPD" gap_ev=4.790 total_charge=-1
Ga 0.48054 0.45560 -0.44041
N 1.55473 0.38579 3.66902
N -0.87458 1.94068 1.46358
C -1.92088 -1.89332 -0.61815
C -2.22596 -1.84825 0.76965
C -1.10828 -2.36824 1.48162
C -0.94048 -2.45830 2.94376
H -1.83756 -2.10154 3.46174
H -0.07998 -1.86084 3.29624
H -0.77180 -3.50020 3.25227
C -0.15280 -2.81863 0.53231
C 1.05813 -3.60938 0.83480
H 0.84353 -4.69151 0.82827
H 1.43498 -3.36917 1.83784
H 1.85557 -3.44164 0.09546
C -0.61594 -2.45820 -0.76500
C 0.14524 -2.60950 -2.02612
H 1.19730 -2.33566 -1.85692
H -0.25901 -1.93454 -2.78976
H 0.13962 -3.63091 -2.44354
C -3.50501 -1.42303 1.37732
H -4.15401 -2.29300 1.58268
H -4.06596 -0.75289 0.71082
H -3.33908 -0.90822 2.33570
C -2.82004 -1.50853 -1.72923
H -2.25433 -1.13892 -2.59827
H -3.50294 -0.70790 -1.41603
H -3.42571 -2.36965 -2.06919
C 2.81514 0.48352 4.07699
H 3.15001 -0.22087 4.84612
C 3.71881 1.42486 3.57197
H 4.74104 1.43641 3.97271
C 3.27367 2.35889 2.63720
H 3.96620 3.07002 2.18164
C 1.92535 2.37845 2.30925
H 1.49421 3.07937 1.60332
C 1.07562 1.35919 2.83453
C -0.25721 1.17517 2.44155
H -0.84864 0.38205 2.89495
C -0.96018 1.61087 0.10665
C -1.62591 3.08685 1.71015
H -1.58866 3.59724 2.65741
C -2.33162 3.34557 0.60985
H -3.07184 4.10167 0.41809
N -2.01890 2.37184 -0.34103
C -2.80662 2.17552 -1.50524
C -4.21854 2.11894 -1.39921
C -4.96049 1.92980 -2.57083
H -6.05276 1.90261 -2.51508
C -4.34793 1.77252 -3.81514
C -5.14429 1.62439 -5.07878
H -4.64757 0.93340 -5.77053
H -5.24775 2.58678 -5.59897
H -6.14952 1.25463 -4.85779
C -2.95605 1.79090 -3.87876
H -2.45517 1.65150 -4.83900
C -2.17208 2.00708 -2.74538
C -0.67950 2.03454 -2.89859
H -0.17335 2.75681 -2.24322
H -0.41806 2.27516 -3.94208
H -0.25107 1.02047 -2.73101
C -4.96771 2.23737 -0.11062
H -5.03539 3.27687 0.23830
H -4.55835 1.62839 0.70426
H -5.99698 1.88879 -0.28194
C 3.91641 -2.19869 2.31922
N 4.35070 -1.20448 1.34380
C 5.66885 -0.60408 1.52279
C 3.48471 -0.72743 0.37030
N 2.20573 -0.50514 0.64546
N 3.98885 -0.48164 -0.85460
C 5.08300 -1.29127 -1.38484
C 3.29259 0.37743 -1.79083
H 4.72089 -2.36313 3.04654
H 3.70929 -3.16601 1.82850
H 3.02608 -1.85503 2.86754
H 6.48133 -1.31212 1.28548
H 5.74654 0.28135 0.88164
H 5.81204 -0.27907 2.56585
H 2.00455 -0.63986 1.63269
H 4.93456 -1.42774 -2.46033
H 6.05869 -0.81709 -1.20814
H 5.06922 -2.27713 -0.90130
H 2.48424 -0.14239 -2.32924
H 2.87677 1.24333 -1.25981
H 4.01177 0.73247 -2.53296

Record 3
83
Properties=species:S:1:pos:R:3 method="wB97M-V/def2-TZVPD" spin_multiplicity=6 gap_ev="5.976 / 6.045"
P -2.86522 0.18774 -1.22121
P -1.96836 -0.74733 1.75014
C -3.68553 -1.40348 -0.37558
C -3.82125 -0.91783 1.05638
H -2.99266 -2.27252 -0.48730
H -4.64296 -1.66366 -0.86211
H -4.38019 0.03812 1.16491
H -4.29087 -1.65815 1.71132
C -2.17889 -2.43506 2.41605
H -1.33731 -2.73096 3.03932
H -2.31611 -3.21144 1.66310
H -3.06922 -2.44856 3.05736
C -2.03298 0.08942 3.36176
H -2.66652 -0.55199 3.97893
H -2.45107 1.10576 3.35439
H -1.00093 0.09188 3.74441
C -3.75769 -0.38217 -2.76051
H -3.54683 0.25148 -3.62906
H -4.83677 -0.32439 -2.53910
H -3.52895 -1.42526 -3.03729
C -3.96952 1.69346 -0.91815
H -3.86513 2.40204 -0.07699
H -4.99540 1.30352 -1.02445
H -3.65985 2.30636 -1.79172
Mn -2.42625 1.03558 0.64828
C -0.31732 -3.54660 -0.08356
C -0.92963 -4.61564 -0.65663
C -0.44724 -5.31179 -1.88712
C 0.02940 -4.36265 -3.01877
C -0.91407 -3.23827 -3.34109
C -0.71118 -2.00027 -2.93906
C 0.05119 -1.52802 -1.70926
C 0.61210 -2.52563 -0.68441
C -1.26117 2.64655 -0.75460
H -0.37996 -3.46919 1.02844
H -1.72388 -5.13658 -0.08848
H -1.27732 -5.91239 -2.26541
H 0.37026 -6.03766 -1.71337
H 1.03006 -3.96235 -2.75889
H 0.16123 -5.02566 -3.89343
H -1.78883 -3.42633 -4.00095
H -1.15277 -1.15613 -3.54278
H -0.70690 -0.94423 -1.16450
H 0.88913 -0.86364 -1.98991
H 1.61103 -2.88660 -0.98496
H 0.78634 -1.91511 0.22077
H -0.40425 3.09966 -0.25625
H -1.96044 3.51123 -0.83540
H -0.77921 2.35358 -1.72076
C 3.52065 -1.21037 3.53347
C 2.28013 -0.62366 3.85480
C 1.70692 0.32515 3.00061
C 2.29838 0.54337 1.74065
C 3.58343 0.02744 1.44926
C 4.17349 -0.85881 2.35308
Si 1.45338 1.66470 0.54603
C 1.42486 3.33428 1.36366
C 0.23227 3.91951 1.83972
C 0.20739 5.26930 2.16066
C 1.37335 6.03700 2.09532
C 2.58632 5.43662 1.71963
C 2.61266 4.07792 1.39790
C 2.47950 1.62333 -1.01676
C 2.95304 2.81012 -1.61070
C 3.94434 2.75212 -2.60200
C 4.35041 1.51346 -3.12293
C 3.78809 0.32711 -2.62817
C 2.92515 0.38368 -1.53180
H 3.97648 -1.94233 4.21648
H 1.75382 -0.90934 4.76940
H 0.81756 0.91247 3.29045
H 4.11308 0.31188 0.53701
H 5.15569 -1.27549 2.09583
H -0.71139 3.36422 1.85346
H -0.73218 5.72843 2.48237
H 1.37884 7.09849 2.34707
H 3.53173 5.97887 1.75006
H 3.54910 3.56922 1.16375
H 2.58736 3.77371 -1.25294
H 4.38613 3.67697 -2.97329
H 5.08837 1.47428 -3.92567
H 4.03593 -0.64438 -3.06412
H 2.67558 -0.54814 -1.01482

Record 4
86
Properties=species:S:1:pos:R:3 method="wB97M-V/def2-TZVPD" spin_multiplicity=3 gap_ev="1.356 / 4.154" total_charge=-2
Pt 0.29800 0.32950 -0.17636
N 1.01452 -2.83925 2.30199
N 0.91219 -2.02421 -1.30344
C 1.38221 2.20744 -0.51149
C 2.48742 1.34121 -0.16781
C 2.35494 0.94791 1.19516
C 3.22354 -0.00986 1.95058
H 3.96046 -0.47269 1.29553
H 2.66372 -0.82254 2.42775
H 3.76386 0.52509 2.73616
C 1.16348 1.55293 1.72091
C 0.63427 1.39186 3.08932
H 1.06982 2.05325 3.84465
H 0.86727 0.38044 3.39840
H -0.45168 1.48933 3.09804
C 0.51795 2.31245 0.66686
C -0.75130 3.09095 0.78017
H -1.46646 2.57247 1.41873
H -1.19942 3.21656 -0.20015
H -0.56744 4.07728 1.20340
C 3.58948 0.95270 -1.09492
H 4.45987 1.59313 -0.93108
H 3.29575 1.05869 -2.13622
H 3.90752 -0.07780 -0.93045
C 1.15042 2.91647 -1.80073
H 0.08578 3.04692 -1.97256
H 1.55158 2.33035 -2.62183
H 1.62619 3.89634 -1.80452
C 0.32518 -3.45505 3.25785
H 0.76471 -3.47281 4.26842
C -0.92317 -4.06282 3.04111
H -1.41426 -4.55896 3.88117
C -1.50286 -3.99829 1.77257
H -2.47410 -4.46285 1.56959
C -0.79612 -3.33707 0.76944
H -1.19522 -3.16063 -0.22759
C 0.49086 -2.81163 1.05502
C 1.21316 -2.00315 0.09671
H 2.26891 -1.84549 0.33612
C 0.48033 -0.80153 -1.71652
C 0.90661 -2.94141 -2.36963
H 1.08920 -4.00634 -2.17938
C 0.61103 -2.23937 -3.46905
H 0.48937 -2.53924 -4.52246
N 0.38079 -0.89064 -3.07301
C 0.18025 0.22880 -3.95746
C 1.18156 0.59114 -4.87356
C 0.96516 1.67906 -5.73899
H 1.74652 1.97122 -6.45842
C -0.23382 2.40395 -5.70946
C -0.47428 3.54308 -6.66103
H -1.01544 4.35327 -6.15938
H -1.07601 3.22440 -7.52360
H 0.47866 3.92821 -7.03828
C -1.21634 2.02622 -4.78737
H -2.16366 2.58193 -4.76050
C -1.01292 0.95174 -3.90440
C -2.07074 0.58763 -2.91507
H -2.19583 -0.49795 -2.81165
H -3.02675 1.00708 -3.24954
H -1.85764 1.02311 -1.92015
C 2.48069 -0.15075 -4.92710
H 2.40339 -1.06915 -5.53073
H 2.85745 -0.41276 -3.92830
H 3.23636 0.49047 -5.40266
C 0.23931 -1.02571 4.96664
N -1.07253 -1.20692 4.39289
C -1.97003 -1.97834 5.22420
C -1.56013 -0.76667 3.16990
N -0.90887 -0.71474 2.07133
N -2.92517 -0.48107 3.09022
C -3.38739 0.38039 4.16171
C -3.52960 -0.20458 1.77227
H 0.20438 -1.67953 5.83130
H 0.34566 -0.00565 5.35236
H 1.12549 -1.34146 4.38902
H -2.09094 -1.33698 6.09459
H -2.91432 -2.17666 4.69363
H -1.44317 -2.89822 5.47678
H 0.09739 -0.78533 2.12491
H -3.97994 1.22346 3.73202
H -3.98169 -0.25847 4.83707
H -2.48434 0.74454 4.67654
H -3.27509 0.76938 1.29626
H -3.30996 -0.98011 1.02756
H -4.62406 -0.18767 1.91002

Listing DFT total energy for the structures above in their given order: -10697.81944; -3538.25735; -3407.86850; -1732.67322 hartree.